Computed, not measured: a gas-phase ion, C5H11OS (charge +1) at a distorted geometry, with the ωB97M-V functional and the def2-TZVPD basis.

ORCA input file:
```
! RIJCOSX wB97M-V def2-TZVPD def2/J DEFGRID3
* xyz 1 1
C 1.2123 0.4467 -0.6504
C 1.5563 -0.9236 -0.0137
C -0.0482 0.3983 -1.3451
C 0.5157 -1.2091 0.9650
C -1.7924 1.2224 0.9836
O -2.2442 -1.0670 -0.5330
S -1.2236 -0.2177 -0.0277
H 1.3069 1.2845 0.0385
H 1.9690 0.6151 -1.3955
H 1.4387 -1.6586 -0.8459
H 2.5919 -1.0118 0.2400
H -0.3994 1.1622 -1.9059
H -0.0243 -0.4889 -1.9484
H 0.3063 -2.2656 0.9917
H 0.4457 -0.6370 1.8662
H -1.6537 0.8488 2.0890
H -2.8890 1.5118 0.7684
H -1.0680 1.9896 0.7234
*
```

Values from the calculation:
**Total energy**: -670.177553 a.u.
**LUMO level**: -4.456 eV
**Highest occupied orbital energy**: -14.888 eV
**Relative energy (zero: lowest compared OMol25 entry of this formula, charge and spin)**: 176.36 kJ/mol
**Frontier orbital gap**: 10.4 eV